The following is a quantum chemistry calculation of a molecular structure, C16H22N3O3SSeTi in a non-equilibrium geometry, from the Open Molecules 2025 dataset.

Energy relative to the best compared isomer or geometry (same formula, charge and spin) (kcal per mole): 6.5
Frontier orbital gap (alpha / beta) (eV): 6.098 / 6.097
E_HOMO (alpha / beta) (eV): -17.07 / -17.07
Charge: +3
Molar mass (u): 463.3

Each line ends with the Löwdin charge.
Element x y z (Å)
Ti (-0.75617, -0.03233, -0.67333)  0.78
C (-2.11411, -3.27270, -0.24350)  -0.29
S (-2.65931, -1.66933, -0.89968)  0.81
C (-2.68910, -2.02143, -2.68178)  -0.30
H (-2.78330, -4.02798, -0.65241)  0.07
H (-2.22325, -3.25827, 0.83882)  0.06
H (-1.08682, -3.48006, -0.52933)  0.03
H (-1.73568, -2.42646, -3.00832)  0.04
H (-2.91969, -1.09781, -3.20560)  0.05
H (-3.48432, -2.74369, -2.85694)  0.08
N (0.53261, -0.88321, 6.27638)  0.22
C (-0.18692, -0.07073, 5.49938)  -0.50
O (-0.78313, 0.92982, 5.83158)  0.13
C (-0.25294, -0.33960, 4.00540)  -0.05
C (0.88130, -0.40900, 3.19544)  0.06
C (0.73211, -0.40010, 1.82708)  -0.05
N (-0.48602, -0.35425, 1.23943)  -0.13
C (-1.58975, -0.26859, 2.03022)  -0.09
C (-1.51126, -0.26164, 3.39631)  0.06
H (0.57418, -0.67780, 7.26559)  0.15
H (0.92927, -1.75319, 5.96461)  0.13
H (1.87333, -0.44662, 3.62561)  0.15
H (1.59507, -0.43542, 1.17248)  0.12
H (-2.55469, -0.20502, 1.53697)  0.11
H (-2.39801, -0.16386, 4.00775)  0.15
N (-2.83001, 3.67771, -2.74904)  0.24
C (-1.57866, 3.53934, -1.95093)  0.01
C (-1.31135, 2.11409, -1.50932)  -0.55
O (-1.88370, 1.12029, -2.02377)  -0.04
O (-0.45038, 1.90290, -0.59937)  -0.04
H (-2.96785, 4.65519, -3.02889)  0.20
H (-3.66354, 3.39688, -2.22561)  0.19
H (-2.79841, 3.11455, -3.60464)  0.19
H (-1.60743, 4.18066, -1.07036)  0.17
H (-0.72926, 3.85719, -2.56023)  0.17
Se (0.77734, -1.42493, -1.75507)  0.96
C (2.53863, -0.63828, -1.75154)  -0.57
C (2.70868, 0.74461, -1.67995)  -0.13
C (3.99312, 1.25799, -1.72389)  -0.04
C (5.08334, 0.40330, -1.84288)  -0.02
C (4.89824, -0.96990, -1.91631)  -0.03
C (3.61908, -1.50315, -1.87126)  -0.10
H (1.85613, 1.40182, -1.59589)  0.08
H (4.15069, 2.32731, -1.67783)  0.12
H (6.08206, 0.81662, -1.88428)  0.13
H (5.74750, -1.63215, -2.01332)  0.13
H (3.46239, -2.57276, -1.92775)  0.11

=====

The following is a quantum chemistry calculation of a molecular structure, C16H22N4O2S, from the Open Molecules 2025 dataset.

Energy relative to the best compared isomer or geometry (same formula, charge and spin) (kcal per mole): 23.1
Frontier orbital gap (eV): 9.594
E_HOMO (eV): -9.06
Molar mass (u): 334.4

Each line ends with the Löwdin charge.
Element x y z (Å)
C (-0.06807, -0.54778, -3.88999)  -0.09
C (0.15287, 0.33923, -2.67281)  -0.19
C (-0.22428, -0.32734, -1.32945)  -0.40
C (-1.70868, -0.70100, -1.28102)  -0.02
C (0.56734, -1.55387, -1.12638)  -0.16
N (1.15750, -2.51954, -0.92777)  0.22
C (0.09079, 0.63672, -0.15579)  -0.45
O (-0.78719, 1.02757, 0.58958)  0.08
N (1.38051, 1.01869, -0.03810)  0.10
C (1.81441, 1.83191, 1.09025)  -0.16
C (2.10802, 0.96193, 2.28138)  -0.06
C (3.28201, 0.79028, 2.87994)  -0.09
C (4.58326, 1.43298, 2.48082)  -0.17
N (5.40905, 0.53731, 1.64723)  0.06
C (4.88933, 0.20822, 0.41430)  -0.49
O (4.47178, 1.05680, -0.34943)  0.01
C (5.00928, -1.24534, 0.01223)  -0.09
C (4.42620, -1.58454, -1.32456)  -0.49
C (4.18896, -2.84284, -1.78382)  -0.10
C (3.57953, -2.82272, -3.06901)  -0.49
C (3.12578, -4.04177, -3.80573)  -0.04
N (3.38220, -1.62939, -3.57104)  -0.25
S (3.89852, -0.47366, -2.51948)  1.05
H (0.28832, -0.04166, -4.78684)  0.08
H (0.49576, -1.47774, -3.80012)  0.06
H (-1.12125, -0.78611, -4.03749)  0.07
H (1.19836, 0.64585, -2.64045)  0.08
H (-0.44439, 1.25196, -2.74540)  0.13
H (-1.97290, -1.09139, -0.30138)  0.09
H (-2.30877, 0.18918, -1.46271)  0.10
H (-1.93356, -1.45167, -2.03593)  0.09
H (2.09680, 0.62097, -0.62938)  0.09
H (2.68232, 2.40215, 0.77237)  0.10
H (1.00293, 2.51913, 1.32814)  0.13
H (1.25253, 0.40208, 2.64695)  0.11
H (3.33471, 0.09321, 3.71193)  0.10
H (4.42672, 2.34850, 1.91618)  0.11
H (5.17163, 1.69475, 3.35914)  0.12
H (5.70708, -0.27890, 2.16632)  0.13
H (6.07370, -1.50263, 0.03950)  0.14
H (4.52254, -1.85697, 0.77725)  0.13
H (4.39220, -3.74474, -1.22399)  0.12
H (3.91974, -4.78730, -3.86180)  0.08
H (2.28026, -4.49299, -3.28228)  0.08
H (2.81435, -3.77469, -4.81290)  0.08

=====

The following is a quantum chemistry calculation of a molecular structure, C16H22NO3 in a non-equilibrium geometry, from the Open Molecules 2025 dataset.

Energy relative to the best compared isomer or geometry (same formula, charge and spin) (kcal per mole): 371.7
Frontier orbital gap (eV): 8.462
E_HOMO (eV): -11.05
Charge: +1
Molar mass (u): 276.4

Each line ends with the Löwdin charge.
Element x y z (Å)
C (-2.02651, -2.37946, -2.66886)  -0.06
C (-1.89629, -1.89206, -1.28099)  -0.12
H (-2.77694, -1.61942, -0.91280)  0.06
H (-1.48710, -2.74412, -0.61096)  0.15
O (-0.92588, -0.70623, -0.86492)  0.01
C (-1.24260, 0.35396, -1.18419)  -0.40
C (-2.56370, 0.72774, -1.53063)  0.08
C (-2.51568, 2.27408, -1.94410)  0.00
C (-1.46612, 3.13691, -1.82227)  -0.20
C (-0.35238, 2.66971, -1.47786)  -0.03
C (0.04597, 1.17576, -1.22693)  -0.07
O (1.29682, 0.85494, -0.69353)  -0.05
C (1.90382, 0.52212, -1.69099)  -0.37
H (2.43580, 1.11669, -2.40356)  0.13
C (3.17403, -0.32671, -1.06838)  -0.01
C (2.52903, -1.82245, -0.34903)  0.01
N (1.37959, -1.32856, 0.62123)  0.06
H (0.99550, -0.54708, 0.22346)  0.05
C (2.09730, -0.95839, 1.78252)  -0.05
C (0.85857, -0.66446, 2.74344)  -0.26
C (0.44082, -0.85319, 4.00129)  -0.10
C (-0.70729, -0.30352, 4.24960)  0.00
C (-0.79953, 0.62061, 3.06355)  -0.07
O (0.08921, 0.27702, 2.25356)  0.03
H (-1.30641, 1.62487, 2.79131)  0.17
H (-1.39357, -0.09322, 4.97883)  0.09
H (0.62624, -1.59662, 4.68385)  0.11
H (2.87836, -0.22137, 1.69671)  0.13
H (2.45860, -1.95198, 2.48926)  0.22
H (0.76470, -2.14033, 0.63954)  0.19
H (3.49903, -2.26063, 0.00198)  0.14
H (2.19742, -2.24229, -1.13733)  0.02
H (3.86683, -0.74016, -1.88310)  0.13
H (3.52380, 0.27403, -0.27201)  0.07
H (1.38871, -0.28866, -2.38826)  0.17
H (0.64352, 3.20038, -1.51558)  0.14
H (-1.62514, 4.27585, -2.10687)  0.17
H (-3.70088, 2.28739, -2.27625)  0.16
H (-3.22836, 0.13282, -1.75827)  -0.01
H (-2.59285, -3.29019, -2.69098)  0.08
H (-2.46522, -1.55381, -3.25072)  0.10
H (-1.01775, -2.94044, -2.93911)  0.13